P.
Formula: C6H8OS2
Source: OMol25
Level of theory: ωB97M-V/def2-TZVPD

Positions of all 17 atoms, in Å:
O  2.336  -1.528  -1.766
H  -2.006  -1.471  0.122
H  -2.452  0.802  -0.669
H  1.289  -0.986  2.684
C  -0.388  1.284  -1.299
C  0.749  -0.362  1.851
H  0.345  0.599  2.113
S  0.943  -1.071  -1.563
S  -0.788  2.110  0.290
C  0.913  0.619  -1.500
H  1.727  1.365  -1.721
C  -0.340  -1.082  1.168
H  -0.626  1.933  -2.134
H  1.486  -0.016  1.048
H  -0.529  -2.039  1.553
C  -1.278  -0.753  0.295
C  -1.381  0.594  -0.475

Properties
**HOMO energy**: -8.872 eV
**E_LUMO**: -0.53 eV
**Gap between HOMO and LUMO**: 8.3 eV
**Molar mass**: 160.26 g/mol



Q.
Formula: C6H8OS2
Source: OMol25
Level of theory: ωB97M-V/def2-TZVPD

Positions of all 17 atoms, in Å:
C  -1.623  -0.260  -0.004
H  -3.397  0.807  0.451
C  -3.175  0.898  -1.555
O  0.560  2.392  1.699
C  1.770  0.516  0.443
C  2.362  -0.034  -0.761
S  1.230  2.097  0.424
C  -2.851  0.476  -0.340
H  -2.608  0.616  -2.312
H  2.564  -1.948  -0.003
H  1.386  -0.072  1.344
C  2.862  -1.286  -0.795
H  2.531  0.705  -1.663
H  -3.979  1.620  -1.901
S  -0.691  -0.972  -1.168
H  -1.357  -0.384  1.027
H  3.126  -1.800  -1.690

Properties
**HOMO energy**: -8.637 eV
**E_LUMO**: -1.01 eV
**Gap between HOMO and LUMO**: 7.6 eV
**Molar mass**: 160.26 g/mol



Most stable structure: P



P.
Formula: C3H5NS
Source: OMol25
Level of theory: ωB97M-V/def2-TZVPD

Positions of all 10 atoms, in Å:
H  -1.097  -2.154  -0.333
H  -0.918  -0.895  1.411
S  1.769  -0.037  -0.052
H  -2.891  -0.052  0.091
N  -1.783  0.016  -0.354
C  -0.816  1.051  0.123
C  -0.962  -1.048  0.142
C  0.238  0.014  -0.021
H  -0.988  2.028  -0.527
H  -0.690  1.460  1.196

Properties
**HOMO energy**: -8.626 eV
**E_LUMO**: -0.04 eV
**Gap between HOMO and LUMO**: 8.6 eV
**Molar mass**: 87.15 g/mol



Q.
Formula: C3H5NS
Source: OMol25
Level of theory: ωB97M-V/def2-TZVPD

Positions of all 10 atoms, in Å:
C  -1.746  0.290  -0.029
H  2.533  0.504  0.073
H  -1.498  1.353  -0.104
H  -0.537  -1.566  -0.009
C  0.563  0.181  0.029
H  2.102  -1.118  0.171
S  -3.284  -0.183  -0.050
N  1.905  -0.224  -0.155
H  0.517  1.256  0.067
C  -0.556  -0.493  0.008

Properties
**HOMO energy**: -8.256 eV
**E_LUMO**: 0.07 eV
**Gap between HOMO and LUMO**: 8.3 eV
**Molar mass**: 87.15 g/mol



Most stable structure: Q



P.
Formula: C3H5NS
Source: OMol25
Level of theory: ωB97M-V/def2-TZVPD

Positions of all 10 atoms, in Å:
H  1.236  1.885  1.363
H  -1.660  -0.951  0.213
C  -0.036  -1.146  -0.993
S  1.419  1.426  -0.810
C  -0.606  -0.589  0.139
H  -0.265  2.241  0.578
N  -0.380  0.340  1.042
C  0.414  1.406  0.708
H  1.015  -1.350  -0.960
H  -0.516  -1.910  -1.566

Properties
**HOMO energy (alpha / beta)**: -8.597 / -8.672 eV
**E_LUMO (alpha / beta)**: -2.37 / -2.37 eV
**Gap between HOMO and LUMO (alpha / beta)**: 6.2 / 6.3 eV
**Molar mass**: 87.15 g/mol



Q.
Formula: C3H5NS
Source: OMol25
Level of theory: ωB97M-V/def2-TZVPD

Positions of all 10 atoms, in Å:
C  -1.573  -1.740  -1.361
C  -0.917  -0.654  -0.853
H  1.158  -1.348  -1.263
C  0.499  -0.685  -0.650
H  -1.608  0.128  -0.500
H  1.534  1.775  1.619
S  0.432  1.379  1.163
H  -1.135  -2.673  -1.636
N  1.107  0.015  0.265
H  -2.658  -1.576  -1.502

Properties
**HOMO energy**: -8.797 eV
**E_LUMO**: 0.30 eV
**Gap between HOMO and LUMO**: 9.1 eV
**Molar mass**: 87.15 g/mol



Most stable structure: Q